1.
ORCA calculation (ωB97M-V with the def2-TZVPD basis set) on C51H56AsN3O4Si2TeTi as an isolated structure.

Each line ends with the Löwdin spin population.
Atoms and positions in Å:
Ti 13.33305 15.89269 11.08509  0.9329
O 13.18192 14.79340 9.38530  0.0165
C 13.62686 13.67405 9.83661  0.0028
C 13.96470 12.57587 9.16833  0.0019
C 14.72901 11.41807 9.77834  0.0002
C 15.92462 11.87597 10.58232  0.0003
C 15.75529 12.50308 11.74540  0.0007
C 14.46125 13.07382 12.18223  0.0013
C 14.85103 14.09280 13.17347  0.0135
N 14.64072 15.32036 12.96844  0.0023
C 15.02243 16.38953 13.87784  -0.0003
C 13.86127 17.34106 14.09883  -0.0004
N 13.08666 17.45892 12.85434  -0.0014
C 12.40510 18.59065 12.84913  0.0183
C 11.37233 18.90588 11.91255  0.0013
C 10.62268 20.06730 11.96967  0.0038
C 9.51988 20.28808 11.18333  -0.0006
C 9.24073 19.34843 10.19317  0.0047
C 10.02559 18.21657 10.08569  -0.0015
C 11.13930 17.99496 10.86729  0.0038
O 11.86705 16.93998 10.60152  -0.0072
H 13.76347 12.59290 8.10199  0.0001
H 15.19458 10.88282 8.91056  0.0000
H 16.90268 11.47611 10.36612  0.0000
H 16.59323 12.66962 12.39644  0.0001
H 15.39025 13.67686 14.03004  0.0002
H 15.86592 16.95163 13.36897  -0.0003
H 15.52670 16.07929 14.85433  0.0000
H 14.22276 18.31306 14.49856  -0.0001
H 13.22882 16.90941 14.89815  -0.0004
H 12.72411 19.38826 13.52797  0.0009
H 10.82003 20.72454 12.80242  0.0001
H 8.93970 21.21154 11.33804  -0.0001
H 8.45844 19.48384 9.43230  0.0003
H 9.78676 17.41369 9.38492  -0.0001
C 11.51816 8.58658 14.51068  0.0000
C 12.18002 9.77929 13.91638  0.0000
C 12.75315 9.72193 12.66859  0.0003
C 13.45650 10.75895 12.05069  0.0000
C 13.89160 10.35721 10.55429  0.0001
O 12.74826 10.12010 9.95536  0.0001
C 14.88413 9.07410 10.67297  0.0000
C 14.79934 8.22640 9.54407  0.0000
C 15.64470 7.14675 9.39843  0.0000
C 16.66244 6.93835 10.37397  0.0000
C 16.71844 7.72950 11.49508  0.0000
C 15.81172 8.80231 11.65511  0.0000
C 13.48164 11.99437 12.68530  0.0006
O 13.77248 13.86909 11.21103  0.0012
C 12.65161 12.14964 13.81822  0.0003
C 12.12238 11.05029 14.46897  0.0003
C 12.04471 13.44566 14.32009  0.0018
N 11.49114 14.22080 13.47830  0.0050
C 10.50480 15.25344 13.84223  0.0014
C 9.14454 14.78522 13.33181  0.0001
Te 9.19111 14.44510 11.16623  0.0005
C 9.20136 12.34286 11.32253  0.0001
C 7.97627 11.80056 11.79563  0.0000
C 7.65947 10.45910 11.68420  0.0000
C 8.60425 9.55412 11.20125  0.0000
C 9.85294 10.05214 10.82912  0.0000
C 10.14008 11.42393 10.83334  0.0000
C 12.05335 13.48458 15.82303  0.0002
C 13.30452 13.33632 16.43256  0.0002
C 13.41209 13.28579 17.79116  0.0000
C 12.27573 13.31014 18.56954  0.0000
C 11.03558 13.46969 17.96367  0.0000
C 10.90654 13.52732 16.59179  0.0000
H 10.41753 8.54099 14.39079  0.0000
H 11.64718 8.48573 15.57216  0.0000
H 11.89974 7.73083 13.94675  0.0000
H 12.55125 8.89064 12.01208  0.0000
H 14.13267 8.52151 8.79121  0.0000
H 15.50652 6.49238 8.56220  0.0000
H 17.38739 6.17339 10.19395  0.0000
H 17.55406 7.70163 12.15447  0.0000
H 15.79943 9.41106 12.59922  0.0000
H 11.66462 11.28224 15.43115  0.0000
H 10.81615 16.14893 13.28744  0.0011
H 10.48042 15.35721 14.91513  0.0000
H 8.37583 15.44665 13.74158  0.0000
H 8.94504 13.85266 13.79757  0.0000
H 7.20763 12.56315 12.06304  0.0000
H 6.68789 10.08143 12.07312  0.0000
H 8.51701 8.50023 11.18387  0.0000
H 10.69920 9.40538 10.54552  0.0000
H 11.13522 11.56794 10.47068  0.0000
H 14.12876 13.22649 15.76165  0.0001
H 14.37605 13.17999 18.27545  0.0000
H 12.37141 13.32254 19.67006  0.0000
H 10.13543 13.51596 18.60583  0.0000
H 9.89497 13.52285 16.16180  0.0000
C 16.49567 19.15140 7.65389  0.0005
Si 15.11812 17.98900 8.23695  0.0034
C 13.61793 19.07175 8.22348  0.0002
C 14.75031 16.46220 7.20616  0.0003
As 15.50269 17.44091 10.49732  -0.0067
Si 17.42021 16.19894 10.19193  -0.0031
C 18.14796 15.84209 11.87315  0.0003
C 18.79278 17.28075 9.50046  -0.0016
C 17.23982 14.80449 9.01730  0.0000
H 16.21344 19.71811 6.74322  0.0001
H 17.45239 18.63519 7.55056  0.0000
H 16.52383 19.91690 8.45656  -0.0002
H 13.14675 19.02470 7.23410  0.0000
H 13.83656 20.09059 8.51788  0.0000
H 12.90663 18.65709 8.91972  0.0002
H 15.49608 15.66228 7.07413  0.0001
H 14.40388 16.86215 6.22703  0.0001
H 13.93228 15.99404 7.70804  0.0000
H 17.99088 16.70438 12.52294  0.0000
H 19.17345 15.59859 11.86280  0.0001
H 17.58379 15.06706 12.34938  0.0001
H 18.68320 18.31262 9.72843  -0.0002
H 18.89192 17.15106 8.40109  0.0000
H 19.78027 16.95474 9.86564  -0.0002
H 16.23012 14.36284 8.99091  0.0000
H 17.94389 13.93542 9.29600  0.0000
H 17.39968 15.17959 7.97482  0.0000

E_LUMO (spin up / spin down) (eV): 1.86 / 1.74
<S²>: 0.755
Spin multiplicity: 2
Charge: -1



2.
ORCA calculation (ωB97M-V with the def2-TZVPD basis set) on one molecule with the formula C2H3ClF2.

Each line ends with the Löwdin charge.
Atoms and positions in Å:
C 1.09577 1.23148 0.00621  -0.0408
C 0.36130 -0.05219 0.00052  -0.9769
F 0.52652 -0.79285 1.13463  0.0021
F 0.65199 -0.84244 -1.07134  0.0187
Cl -1.37414 0.18965 -0.03543  0.7321
H 0.45385 1.99272 -0.29776  0.0472
H 1.98499 1.04072 -0.68037  0.1229
H 1.57258 1.38435 0.97042  0.0948

E_LUMO (eV): 0.93
SMILES: CC(F)(F)Cl



3.
ORCA calculation (ωB97M-V with the def2-TZVPD basis set) on one molecule with the formula C5H8O2.

Each line ends with the Löwdin charge.
Atoms and positions in Å:
C -1.88638 -0.52144 -0.95273  0.0576
C -0.99432 -0.63763 0.03226  -0.3944
O -1.28999 -1.06595 1.29416  0.0440
C 0.45698 -0.34701 -0.13167  -0.1839
C 0.89998 0.92951 -0.80333  -0.0476
C 1.12510 0.74283 0.65834  -0.3356
O 2.45391 0.56303 1.04363  -0.0065
H -2.93848 -0.76564 -0.82539  0.0598
H -1.56344 -0.18979 -1.93217  0.0642
H -2.23153 -1.28498 1.32845  0.1080
H 1.08363 -1.22088 -0.30499  0.1549
H 0.13046 1.63126 -1.11381  0.1103
H 1.77924 0.88807 -1.43836  0.1139
H 0.51109 1.32108 1.34988  0.1539
H 2.46376 -0.04247 1.79574  0.1013

E_LUMO (eV): 0.82
SMILES: C=C(O)[C@H]1C[C@@H]1O



4.
ORCA calculation (ωB97M-V with the def2-TZVPD basis set) on a 2-piece molecular cluster, C5H14 overall.

Each line ends with the Löwdin charge.
Atoms and positions in Å:
C 1.25051 -0.09740 -1.67731  -0.1222
C -0.07509 0.63377 -1.78138  -0.3390
C -1.28650 -0.28647 -1.89628  -0.1338
H 2.00043 0.52053 -1.20056  0.0632
H 1.52212 -0.49290 -2.65822  0.0746
H 1.16543 -0.92594 -0.96150  0.0673
H -0.29230 1.25758 -0.91701  0.0819
H -0.09854 1.30979 -2.64037  0.0988
H -1.23835 -0.93632 -2.77298  0.0703
H -1.40118 -0.91319 -1.00273  0.0654
H -2.20955 0.28041 -1.94164  0.0631
C 0.50194 -0.51421 3.02004  -0.1643
C -0.40749 0.36767 2.14186  -0.1573
H 1.54054 -0.20786 2.91361  0.0587
H 0.15498 -0.42320 4.04867  0.0593
H 0.51110 -1.56058 2.72079  0.0565
H -1.47092 0.26836 2.35585  0.0652
H -0.23136 0.12880 1.09494  0.0282
H -0.07790 1.39869 2.27529  0.0642

E_LUMO (eV): 1.13
SMILES: CCC.CC



What did we get for energy? Answer: -6374.5304; -737.9293; -345.7386; -198.8826 hartree, in the order shown.
What did we get for strongest force on any atom? Answer: 2.72; 3.74; 0.36; 0.95 eV/A, in the order shown.
What did we get for energy above the lowest of the compared OMol25 structures with the same formula, charge and spin? Answer: 260.75; 30.00; 174.23; 17.11 kJ/mol, in the order shown.